Here is a molecular structure, C8H16BrO4PdS2 from OMol25. Energies are from ωB97M-V/def2-TZVPD.

```
32
Properties=species:S:1:pos:R:3:forces:R:3
H 0.13743 -0.48917 -3.76249 -0.533 0.673 -0.110
Br -2.20783 1.32736 1.42590 0.418 0.523 0.493
H -0.13635 3.47809 -2.97268 0.235 0.220 -0.432
C -1.13112 -1.89148 3.44141 0.143 0.668 -2.050
H -1.25014 -1.88586 0.39053 0.010 0.333 0.018
S 0.48250 -1.05209 3.23702 0.142 -2.950 -0.071
C 0.54092 0.27196 -3.09467 1.155 0.924 2.280
H -0.59555 0.23602 -1.13275 -0.027 -0.419 -0.282
H -0.40357 -3.70815 2.64013 -0.067 -0.375 -0.162
Pd -0.58590 2.33898 3.22180 -0.257 -1.099 -0.551
O 2.69638 1.65574 -4.07100 -1.008 0.000 0.749
H 1.62980 -1.42579 1.13993 -0.110 -0.209 0.016
H 1.54854 3.74614 -2.45427 -0.015 -0.294 0.345
C 0.25449 2.19268 -1.33207 2.304 -0.300 -1.095
H -0.07005 -3.10747 0.28486 0.378 -0.058 0.453
C 0.58049 -1.25899 1.38329 -0.238 0.069 1.039
H 1.36433 -0.21825 -2.57526 0.404 0.046 -0.228
S 1.25800 1.75334 -3.91434 0.244 0.213 0.513
H -1.22842 -2.13864 4.49856 0.081 -0.593 -0.289
C -0.33747 0.92130 -1.94016 -0.412 -0.677 -1.265
H -1.87894 -1.14236 3.18123 -0.108 0.180 0.184
H -2.05732 -3.49322 2.12619 -0.001 0.441 -0.188
H -0.41986 2.62015 -0.59003 -0.221 0.575 -0.460
O 0.48134 2.05122 -5.08135 -0.375 0.089 0.017
O 0.39759 0.37772 3.53984 -0.050 1.030 0.224
C -1.10892 -2.97168 2.25517 1.636 0.258 1.668
O 1.46890 -1.84523 3.96885 -1.063 1.409 -1.158
H 1.21110 2.06445 -0.82558 -0.117 -0.934 0.666
H 0.30109 -0.25093 1.07694 0.019 -0.126 -0.363
C 0.74797 3.01127 -2.53891 -1.188 -0.358 -1.174
H -1.23887 1.18172 -2.49491 -0.480 0.217 0.515
C -0.45055 -2.34884 0.96883 -0.900 0.524 0.699
```
Forces are in eV/Å.

Its charge is +1. As for the spin multiplicity: 3. The calculation puts the gap between HOMO and LUMO (spin up / spin down) at 7.528 / 3.887 eV.

***

Here is a gas-phase ion, C5H8NO4 (charge -1) from OMol25. Energies are from ωB97M-V/def2-TZVPD.

```
18
Properties=species:S:1:pos:R:3:forces:R:3
C -0.66546 -0.43031 0.06282 1.252 -1.425 -0.859
O 2.33224 -0.90527 -1.32556 0.896 0.268 -0.736
N 1.90965 -1.11356 -0.15207 -1.334 0.902 0.625
H 1.15801 -2.66180 -1.28873 -0.765 0.371 2.211
H -1.42491 0.56786 -1.86138 -0.987 -0.586 -0.963
O 0.60297 1.63682 0.24794 0.253 0.270 -0.778
C 1.95875 1.90864 0.56582 0.569 -0.422 2.818
H 2.77818 1.53296 -0.06922 -0.874 0.373 -0.653
C 0.41085 0.30810 0.13304 1.161 -1.887 0.634
O -1.95649 -0.17079 -0.17574 -1.635 -0.471 1.333
O -0.44649 -1.84433 -0.18967 -1.189 1.024 0.402
H 2.01228 2.98152 0.84942 0.142 -0.542 -0.631
H -2.22034 -1.05675 -2.12605 0.185 -0.098 0.583
H 1.05473 -2.95773 0.62539 0.067 0.692 -0.742
C 0.87940 -2.22023 -0.21601 1.372 -0.965 -1.467
H 2.17139 1.32826 1.52232 -0.143 0.729 -0.775
H -3.17003 0.32206 -1.63894 -2.253 1.073 -0.323
C -2.25164 -0.12739 -1.53940 3.283 0.695 -0.679
```
Forces are in eV/Å.

Its charge is -1. The calculation puts the gap between HOMO and LUMO (spin up / spin down) at 6.150 / 6.148 eV. The calculation puts the energy above the lowest of the compared OMol25 structures with the same formula, charge and spin at 7.264 eV.

***

Here is 3 unconnected molecules or ions with the total composition C4H14O4 from OMol25. Energies are from ωB97M-V/def2-TZVPD.

```
22
Properties=species:S:1:pos:R:3:forces:R:3
H 0.15256 -1.75220 -0.04329 1.069 -0.931 -3.670
H 1.00498 -0.75055 -1.65687 1.394 1.435 -0.316
C -0.27635 1.05153 0.26211 1.831 1.385 1.041
H -0.10173 2.19064 2.13919 0.494 0.076 0.127
H -1.53176 -0.42878 -0.22434 2.498 0.680 2.383
H -0.50974 1.34425 -0.79660 0.267 0.112 1.076
H -0.95584 2.94229 0.78339 -0.779 -0.290 1.227
H 2.21302 1.69938 -1.28865 0.308 4.987 -1.654
O 0.50866 -2.04868 -1.02993 0.159 7.542 5.120
H -2.49207 -0.90075 1.21677 -0.216 -0.102 0.084
H -2.43281 -2.35055 1.61628 -0.860 0.646 -0.934
O -0.80613 -0.19399 0.51557 -3.718 -3.206 -2.713
H 0.31689 -2.87566 -1.15836 -1.726 -7.426 -1.152
H 1.67319 1.67123 1.07986 0.301 -0.277 0.505
H 3.09708 0.57830 -0.51002 -0.051 -0.769 -0.529
H -1.63286 1.57077 1.89735 -1.845 -0.235 0.160
O 1.51623 0.08073 -1.93532 -0.335 -0.541 1.033
C -0.83756 2.00098 1.37376 2.091 1.309 -2.711
C 2.07594 0.83801 -0.84237 -0.521 -4.323 1.566
O -2.92466 -1.74176 1.00372 0.780 -0.788 1.116
H 1.36211 -0.21542 0.88158 0.225 1.944 0.161
C 1.28533 0.86060 0.47839 -1.367 -1.228 -1.920
```
Forces are in eV/Å.

The calculation puts the gap between HOMO and LUMO at 9.748 eV. As for the SMILES: C[C@H](O)CCO.O.O. The calculation puts the energy above the lowest of the compared OMol25 structures with the same formula, charge and spin at 2.471 eV.

***

Here is 7 unconnected molecules or ions with the total composition C20H33Br3NO14S from OMol25. Energies are from ωB97M-V/def2-TZVPD.

```
72
Properties=species:S:1:pos:R:3:forces:R:3
C 1.02339 -4.15116 -1.98696 -3.752 0.103 -0.287
H 2.80341 1.22614 1.22265 -0.173 -0.210 -0.176
H -0.10231 2.27943 4.66607 -0.142 0.128 -0.633
H 0.47721 0.79369 3.82751 -0.259 0.236 0.096
C -1.56204 -1.86915 -2.79417 -1.016 0.285 -0.317
H -0.71283 2.91039 -0.38714 -0.340 -0.187 -0.078
H -2.12751 5.78096 -2.76708 -0.533 0.821 0.152
C -4.34671 -0.87401 5.41492 1.220 0.427 -0.031
N -0.50296 0.22786 0.77543 -0.453 1.081 -0.060
H 3.56023 -4.53151 -0.81336 -0.166 0.065 0.308
H 4.12588 -3.01047 -1.43825 -0.312 0.301 0.008
C -2.67372 3.32687 -1.30025 -3.496 -3.915 0.715
H -0.57861 0.49325 -3.94930 0.176 0.018 -0.063
C 2.31566 1.57839 -1.70238 -1.539 1.780 -2.446
H 2.27550 2.95171 -0.03634 0.275 0.707 -0.706
H 0.19403 0.90306 5.57248 -0.228 -0.554 -0.022
H -2.35957 1.40877 4.91911 -0.057 -0.010 0.165
O -2.56974 0.12696 -3.61986 -0.716 -0.375 1.957
C -1.17980 -1.58271 -4.26019 1.412 -1.282 0.776
C -0.87645 4.85318 -1.42110 1.751 -1.118 -0.429
H 1.72101 -3.21442 -0.14049 -0.563 -0.137 -0.186
Br 2.97829 -0.08890 4.39986 -0.274 -0.911 -0.894
C -1.39611 -0.10933 -4.34515 0.222 0.164 -1.378
H 1.31774 -0.84122 2.58027 0.426 0.002 0.157
H -0.81007 -1.69781 -2.02392 0.498 0.129 -0.383
H 4.40088 1.57012 0.70542 0.291 -0.712 0.092
H 3.53189 -3.67411 -3.65942 -0.894 0.240 -0.258
O 0.28210 1.10144 1.17531 -1.541 0.347 0.128
H -1.94743 0.79438 3.31718 -0.003 -0.027 0.000
H -0.17806 -1.95104 -4.48145 0.381 0.504 0.136
H -0.81195 2.76530 -2.15987 0.100 0.063 0.107
C 1.97882 -1.37681 3.26161 0.180 -0.709 0.609
H 4.42287 -0.39957 -0.60012 -0.188 -0.176 -0.722
H -3.77289 -0.79532 6.33830 -0.227 -0.132 0.136
H -1.61707 0.13341 -5.38455 0.231 0.526 0.047
C -0.18621 1.19508 4.59358 -1.212 -0.029 0.263
H -0.40832 5.37299 -0.58519 0.408 -0.576 -0.014
H -1.74177 -2.11098 -5.03040 -0.748 -0.022 0.500
O -1.77584 -0.58808 4.85904 -2.109 -1.333 -1.171
O -3.57044 -0.81224 -1.79232 1.265 0.254 -0.663
Br 3.19495 -2.50366 2.13059 -0.645 0.744 1.031
H -2.46157 6.29237 -1.01695 0.315 0.365 -0.418
O 2.71700 0.31944 -1.64707 -0.181 -1.657 -0.995
C 3.40497 -0.03686 -0.45714 -0.030 0.291 0.977
Br 0.79761 -2.50770 4.37222 0.840 0.563 -0.725
C -1.15113 3.33107 -1.29214 -0.898 1.037 0.641
C 3.43219 1.23758 0.33237 1.037 1.753 1.308
O -3.46536 2.36012 -1.11677 3.252 3.420 -0.501
O 1.62068 2.01013 -2.63429 1.428 -1.161 2.295
H 3.83461 -5.19997 -2.95429 -0.659 -0.463 -0.076
C -2.17458 5.50479 -1.71370 -0.522 0.599 -0.821
C -1.68457 0.74895 4.37404 1.796 0.810 0.114
O -3.44877 -1.12217 2.89580 0.650 0.297 1.536
H -4.52821 0.14179 5.06374 -0.759 -0.153 0.129
H 2.82930 -0.78113 0.09309 0.057 -0.128 -0.448
C 2.98608 2.35194 -0.60506 -1.076 -0.939 0.179
O -2.83604 -2.87180 4.57529 -0.105 2.570 -0.295
S -3.11858 -1.46402 4.26493 1.018 -2.300 0.243
O -3.18165 4.54272 -1.59621 -0.452 -1.365 0.321
H -1.90814 -2.88486 -2.60276 -0.290 0.309 -0.016
C 1.88308 -3.23005 -1.21826 0.968 0.755 1.614
C 3.17062 -4.33919 -2.87505 0.012 0.048 0.575
C 3.29677 -3.71636 -1.48731 0.365 -0.488 -0.415
O -0.20708 -4.31323 -1.92152 3.404 0.114 0.140
C -2.65321 -0.81090 -2.57164 -1.487 -0.368 -0.624
O 1.74128 -4.69222 -2.96029 1.666 -0.758 -1.244
O -1.75786 0.39879 0.70824 2.578 -0.173 0.259
O 0.01708 -0.79744 0.41417 -0.684 -1.311 -0.443
H -5.17621 -1.57023 5.53864 0.028 0.312 -0.448
H -0.26625 4.85089 -2.32429 0.474 0.917 0.352
H 3.78627 2.84791 -1.15444 0.034 0.527 0.582
H 1.70598 -2.21140 -1.56336 -0.031 0.066 -0.260
```
Forces are in eV/Å.

As for the spin multiplicity: 2. The calculation puts the gap between HOMO and LUMO (spin up / spin down) at 8.451 / 4.442 eV.

***

Here is C17H27NO4 in the gas phase from OMol25. Energies are from ωB97M-V/def2-TZVPD.

```
49
Properties=species:S:1:pos:R:3:forces:R:3
C 0.82904 -1.72669 -1.93036 -0.130 0.088 0.055
H 2.75815 2.32327 -0.10560 0.037 0.043 0.149
H 0.73635 -3.99296 -0.41179 -0.028 -0.044 0.017
H -0.95895 4.00896 2.88825 0.012 0.064 0.018
H 0.99234 -2.43729 -2.74688 -0.046 0.175 0.103
C -2.21185 2.29730 3.25417 0.242 0.127 0.147
H 0.82882 2.43155 -1.70426 0.046 -0.092 -0.070
C 0.90311 -0.94448 1.49831 0.209 -0.233 -0.328
H -0.31185 1.88217 4.19993 -0.013 -0.055 0.004
H 2.19964 -4.11231 -1.39590 0.031 -0.054 -0.092
C 1.75050 -3.62188 -0.53511 0.051 0.010 0.041
H -2.01932 -0.34055 1.24535 -0.093 -0.009 0.024
H -2.63721 2.71611 4.16792 -0.054 -0.032 0.008
O 1.52133 0.50805 -1.55310 0.254 0.008 0.330
H -3.69516 -0.86952 0.96198 -0.153 0.012 0.049
C 1.73664 -2.10443 -0.73531 0.082 -0.149 -0.252
C 1.28417 -1.44237 0.47682 0.066 0.095 0.557
O -1.21163 -2.90550 -1.41864 -0.090 -0.122 0.044
O -1.16917 -0.66848 -1.25645 0.112 0.314 -0.012
C -0.63441 -1.85563 -1.50635 0.246 -0.179 -0.327
O 0.84437 -0.02919 -3.62165 -0.027 -0.053 0.007
H -2.99241 1.73884 2.73494 -0.075 -0.043 0.026
H 2.75382 -1.75876 -0.95805 -0.137 -0.042 -0.028
H -0.59225 3.55057 0.48820 -0.012 -0.014 -0.074
H -1.78104 2.23979 0.54091 -0.036 -0.027 -0.109
C 2.93010 2.41241 -1.17467 -0.342 -0.317 -0.087
C -2.66067 -0.99105 0.65198 0.202 0.030 -0.353
H -1.46667 0.52767 4.23480 0.079 0.032 0.013
H 0.48436 1.30623 0.68393 0.057 0.064 0.027
H 1.34002 0.12439 3.24014 -0.154 -0.074 0.016
C -2.53395 -0.64632 -0.82345 -0.568 -0.198 0.208
C 0.45468 -0.27725 2.70739 -0.137 0.122 0.309
H -0.02982 -1.01323 3.35896 0.092 0.121 0.042
C 1.73749 1.86730 -1.94001 0.176 0.448 -0.331
H -2.50988 4.06331 2.04357 0.029 0.070 0.034
H 3.82898 1.85704 -1.42936 0.104 -0.022 -0.016
C 0.05179 1.79896 1.55688 -0.108 0.057 -0.324
C -1.03242 2.77893 1.12287 0.233 0.112 0.214
H 0.85568 2.34969 2.08388 0.014 -0.045 -0.016
H -2.87013 0.37287 -1.02492 0.049 -0.116 -0.024
C -1.69240 3.40635 2.34604 -0.183 -0.157 -0.143
C -1.07902 1.34058 3.61355 -0.286 -0.038 0.087
H 2.32577 -3.87535 0.35236 0.047 -0.019 0.028
H -3.10591 -1.35194 -1.43560 0.084 0.180 0.026
H -2.36318 -2.02359 0.81576 -0.022 -0.102 0.040
H 1.90253 1.90333 -3.02210 -0.086 0.039 0.227
N -0.51468 0.76715 2.40722 0.249 0.098 0.169
H 3.07759 3.45846 -1.42721 0.027 0.117 -0.011
C 1.06019 -0.32881 -2.47577 -0.050 -0.192 -0.422
```
Forces are in eV/Å.

The calculation puts the gap between HOMO and LUMO at 9.642 eV. As for the SMILES: CCOC(=O)C(C(=O)OCC)[C@H](C)C#CCN1CCCCC1. The calculation puts the energy above the lowest of the compared OMol25 structures with the same formula, charge and spin at 1.887 eV.

***

Here is C16H20ClN5O2S in the gas phase from OMol25. Energies are from ωB97M-V/def2-TZVPD.

```
45
Properties=species:S:1:pos:R:3:forces:R:3
H 7.11437 -0.95829 -1.95371 -2.101 1.167 -0.726
Cl 3.44976 -3.33276 -1.25859 0.635 -0.338 -0.460
N 1.88036 0.04503 -0.00874 0.828 2.852 0.265
O -4.33909 3.22226 3.35114 1.192 2.164 1.027
C 2.69980 -0.72569 -0.68998 1.819 1.598 0.521
H 0.96283 -3.47521 -0.38940 -0.729 -1.151 0.031
C -0.61402 -0.17612 2.67351 0.435 -1.171 -0.341
H -0.38212 0.37414 3.58768 -0.276 0.328 0.034
N 0.14888 0.43332 1.57892 0.517 -1.207 -0.601
N -3.93715 1.05523 2.10232 -4.587 1.334 1.440
C 3.85062 1.11379 -1.99366 -0.587 1.427 -0.697
H -2.52470 -0.80539 3.38577 -0.360 0.606 -0.412
C 7.20943 1.47542 -3.40685 1.435 -1.643 -1.830
H 2.87517 1.68484 -2.08700 1.254 -0.948 0.545
H -2.35391 1.11530 0.15147 0.555 -0.394 -0.756
C -1.88752 1.65522 0.96317 -0.128 0.828 0.272
C 4.98443 1.65411 -2.66181 -3.209 -0.232 1.201
C 6.13010 0.92942 -2.62465 -0.643 -0.070 -0.314
H -6.23617 1.71760 5.19906 1.047 -0.605 -1.054
H -2.33795 -0.95950 1.60404 -0.156 0.052 0.024
C 2.48078 -2.06438 -0.64278 -0.382 -2.086 -0.671
H -2.21011 2.67668 0.85892 -0.152 0.661 -0.222
H 4.78789 2.60643 -3.18512 0.803 -0.568 0.252
H 7.06150 1.08691 -4.44168 0.422 0.288 0.455
H -4.40635 1.36342 5.22113 -1.113 -0.242 -0.268
C -2.56126 1.13922 2.19350 2.025 -2.054 2.001
S -5.01424 2.02012 3.09271 -2.499 -1.150 -3.540
C -2.15412 -0.31746 2.46690 3.146 0.609 0.140
H -2.16941 1.70888 3.04112 -0.547 0.342 0.189
C 6.10518 -0.35442 -2.07505 2.387 -0.955 1.511
H 0.05828 1.90892 0.08079 0.139 -0.588 -0.477
N 0.42676 -1.60509 0.46559 -0.035 -3.389 -0.268
O -6.25424 2.06321 2.28053 2.095 -0.439 1.621
C 0.85450 -0.38674 0.70281 -0.110 -0.994 -1.223
C 1.25528 -2.48482 -0.21135 -1.243 3.516 2.058
H 7.17879 2.51723 -3.47333 -0.001 1.645 0.046
N 5.08737 -0.87907 -1.42964 -1.503 1.325 0.355
H -4.26717 1.30885 1.19549 -0.658 -0.001 -0.773
H 8.17953 1.15489 -3.07637 0.587 -0.115 0.116
H 0.10995 2.45925 1.64283 -1.136 0.146 0.189
C -0.36019 1.65320 1.04429 0.316 1.218 0.264
C -5.37239 1.22344 4.65727 1.499 1.562 0.505
C 3.95188 -0.09421 -1.34173 -0.435 -1.558 -0.564
H -5.48420 0.21346 4.39397 -0.604 -1.461 0.119
H -0.16417 -1.14767 2.82947 0.056 -0.309 0.013
```
Forces are in eV/Å.

The calculation puts the gap between HOMO and LUMO at 8.700 eV. As for the SMILES: Cc1ccc(-c2nc(N3CCC(NS(C)(=O)=O)CC3)ncc2Cl)nc1. The calculation puts the energy above the lowest of the compared OMol25 structures with the same formula, charge and spin at 2.191 eV.

***

For each record above, in turn, the calculated strongest force on any atom values are 3.0 3.4 9.1 5.3 0.6 5.0 eV/Å.